Entry 1:
The following is a DFT calculation (wB97M-V/def2-TZVPD) of one molecule with the formula C4H4N2O2 at a distorted geometry.

Last column: Löwdin charge in e.
Element x y z (Å)
N 2.081484 -0.436585 0.559933  0.1006
C 1.343041 0.153692 -0.384278  -0.4382
C -0.126825 0.039757 -0.299146  -0.1942
C -0.977637 -1.020148 -0.184388  -0.0681
N -2.269942 -0.542733 -0.125391  0.0919
C -2.140060 0.746536 -0.096149  -0.1786
O -0.874271 1.163088 -0.134612  0.0963
H -0.745466 -2.074083 -0.059387  0.1191
H -2.908870 1.500755 0.048944  0.1422
O 1.861763 1.310265 -0.534585  -0.0293
H 1.932883 -1.433482 0.658426  0.0887
H 2.823900 0.592941 0.550634  0.2697

Forces on atoms 1 to 2 (eV/Å):
1.1 0.1 -0.9
0.6 4.9 3.8

Its LUMO energy is 0.0 eV. Its energy above the lowest of the compared OMol25 structures with the same formula, charge and spin is 82.7 kcal/mol. The highest occupied orbital energy is -9.61 eV. Its gap between HOMO and LUMO is 9.61 eV.

=====

Entry 2:
The following is a DFT calculation (wB97M-V/def2-TZVPD) of C29H29N3O6OsS2 as an isolated structure.

Last column: Löwdin spin population.
Element x y z (Å)
Os -0.057936 0.985418 0.295293  0.7615
O -0.137495 -0.108342 1.977576  0.0711
N -1.398925 -0.419336 2.337690  -0.0036
C -1.549650 -1.581445 3.003770  -0.0003
C -2.782327 -1.988336 3.421905  -0.0024
C -3.887850 -1.172181 3.135692  -0.0011
C -3.710146 0.001348 2.455297  -0.0010
C -2.429478 0.415733 2.030814  0.0007
S -2.103806 1.883146 1.228591  0.0360
H -0.629256 -2.123385 3.161514  -0.0001
H -2.881407 -2.923301 3.952047  -0.0002
H -4.880552 -1.476860 3.439603  0.0000
H -4.539374 0.648511 2.208868  -0.0001
O 5.734538 -1.785483 -2.598954  -0.0001
C 5.708729 -1.174485 -1.521760  -0.0001
O 6.631586 -0.809713 -0.760923  -0.0002
C 4.310522 -0.782836 -1.000608  -0.0012
C 3.175718 -1.400726 -1.520917  0.0000
C 1.927781 -1.021982 -1.077715  -0.0014
N 1.742727 -0.049385 -0.172192  -0.0029
C 2.845288 0.534153 0.342224  -0.0006
C 4.127423 0.191147 -0.027856  -0.0001
C 2.536530 1.633355 1.307413  0.0055
O 3.308321 1.990819 2.179363  0.0080
O 1.359401 2.162871 1.122644  0.0558
H 3.289238 -2.162572 -2.279026  0.0000
H 1.034623 -1.496312 -1.457229  -0.0001
H 4.975738 0.675387 0.433371  0.0001
C 1.613373 2.048359 -2.772476  0.0044
C 0.408474 1.779525 -3.677842  0.0006
C -0.661900 2.860501 -3.499155  0.0005
C -0.140751 0.369927 -3.536799  0.0039
C 0.000881 -0.505102 -4.610252  -0.0008
C -0.473998 -1.805864 -4.568106  0.0054
C -1.102275 -2.259564 -3.419295  -0.0007
C -1.259441 -1.429121 -2.317197  0.0047
C -1.951060 -1.911630 -1.055799  0.0044
C -1.641570 -3.368133 -0.714594  0.0005
C -3.460528 -1.678255 -1.150658  0.0005
C -0.786363 -0.109221 -2.390603  0.0015
O -1.034797 0.716268 -1.342881  0.0389
H 2.044724 3.024429 -3.003383  0.0000
H 2.388246 1.290324 -2.899372  0.0002
H 1.328908 2.067331 -1.718567  0.0035
H 0.769311 1.846745 -4.708347  0.0001
H -1.035164 2.879908 -2.476417  0.0006
H -1.509045 2.685586 -4.165316  0.0000
H -0.240651 3.841469 -3.729441  0.0000
H 0.494253 -0.145691 -5.506240  -0.0002
H -0.354076 -2.459599 -5.422238  0.0004
H -1.466225 -3.278804 -3.376474  -0.0002
H -1.579471 -1.298538 -0.232261  0.0033
H -2.073141 -4.055667 -1.444631  0.0001
H -2.067244 -3.618358 0.260149  0.0000
H -0.566028 -3.549840 -0.672730  0.0000
H -3.883462 -2.262699 -1.971596  0.0002
H -3.674805 -0.623861 -1.332949  0.0001
H -3.958256 -1.974928 -0.223273  0.0001
S -0.277488 4.528418 3.033770  0.0008
C 0.036922 3.068833 3.764572  0.0010
N 1.269475 2.484996 3.676236  0.0006
C 1.610756 1.304247 4.238706  0.0007
C 0.722719 0.607557 4.992929  0.0007
C -0.589206 1.133746 5.109149  0.0002
C -0.926170 2.302938 4.502854  0.0005
H 1.943478 2.909671 3.038592  0.0001
H 2.616577 0.970560 4.025825  0.0000
H 1.009416 -0.324179 5.456390  0.0000
H -1.336755 0.587637 5.673913  0.0000
H -1.927607 2.704868 4.549311  0.0001

Forces on atoms 1 to 2 (eV/Å):
-0.6 -0.3 0.5
0.4 0.0 -0.3

Its LUMO energy (alpha / beta) is 1.7 / 1.6 eV. Its energy above the lowest of the compared OMol25 structures with the same formula, charge and spin is 22.3 kcal/mol. The highest occupied orbital energy (alpha / beta) is -5.24 / -5.26 eV. The charge is -1. Its gap between HOMO and LUMO (alpha / beta) is 6.94 / 6.91 eV. As for the multiplicity: 2. The expectation value of S² is 0.754.

=====

Entry 3:
The following is a DFT calculation (wB97M-V/def2-TZVPD) of one molecule with the formula C24H23ClFN3OS.

Last column: Löwdin charge in e.
Element x y z (Å)
O -1.713668 -1.038893 -0.000154  0.0658
C -1.882913 -0.227431 -0.888761  -0.4600
N -3.007987 -0.140470 -1.621631  0.0779
H -3.103694 0.602985 -2.295254  0.1524
C -4.177459 -0.956776 -1.352715  -0.1234
C -5.239509 -0.164083 -0.634975  -0.2112
C -6.423904 0.193177 -1.263771  -0.0382
C -7.377115 0.946624 -0.601144  -0.1037
C -7.135948 1.352306 0.701157  -0.6780
C -5.956271 1.009410 1.344395  -0.0962
C -5.015314 0.252646 0.672670  -0.0240
H -4.094975 -0.024520 1.164623  0.1161
H -5.782081 1.329782 2.359399  0.1057
Cl -8.320408 2.295577 1.534452  0.6711
H -8.299055 1.219109 -1.090024  0.1045
H -6.611218 -0.123856 -2.279332  0.1116
H -3.832168 -1.782510 -0.724501  0.1285
H -4.561374 -1.352941 -2.296269  0.1237
C -0.807143 0.779550 -1.273701  -0.1449
N 0.386162 0.480936 -0.528744  0.0230
C 1.614939 0.595222 -1.082410  -0.7815
N 2.658018 0.063406 -0.408309  -0.1149
C 4.019818 0.249336 -0.872064  -0.1413
C 4.717920 1.329053 -0.085955  -0.1338
C 4.414568 2.669504 -0.295497  -0.0257
C 5.029786 3.661942 0.445509  -0.0800
C 5.965576 3.333322 1.412776  -0.0831
C 6.285164 2.007110 1.642596  -0.0123
C 5.654385 1.031118 0.894681  -0.2295
F 5.968620 -0.266770 1.135470  0.0509
H 7.009474 1.719452 2.388336  0.1162
H 6.449033 4.107310 1.988972  0.1036
H 4.781488 4.696560 0.264828  0.1028
H 3.690016 2.923939 -1.053837  0.0805
H 4.555657 -0.699399 -0.780335  0.1302
H 3.970568 0.536636 -1.926114  0.0669
C 2.476048 -0.593347 0.872446  -0.0946
C 1.628721 -1.843254 0.777202  -0.2321
C 1.697214 -2.656958 -0.346861  -0.0301
C 0.916418 -3.794831 -0.433945  -0.0726
C 0.066537 -4.136224 0.603794  -0.0875
C 0.001519 -3.336734 1.731114  -0.0817
C 0.776861 -2.195068 1.816621  -0.0531
H 0.716513 -1.565934 2.693705  0.1160
H -0.662469 -3.595370 2.541932  0.1047
H -0.546930 -5.021852 0.531758  0.1013
H 0.970709 -4.414634 -1.316863  0.1034
H 2.353733 -2.389855 -1.162345  0.1178
H 2.036183 0.104317 1.597419  0.1387
H 3.467463 -0.867819 1.241644  0.1313
S 1.804660 1.406403 -2.523331  0.6798
H 0.222000 -0.237424 0.172944  0.1007
H -0.594796 0.736655 -2.349794  0.0722
H -1.159396 1.793559 -1.041795  0.1362

Forces on atoms 1 to 2 (eV/Å):
0.0 -0.2 0.3
0.3 0.4 -0.3

Its LUMO energy is 0.6 eV. The highest occupied orbital energy is -8.04 eV. Its gap between HOMO and LUMO is 8.61 eV.